1.
186
Properties=species:S:1:pos:R:3:forces:R:3 method="wB97M-V/def2-TZVPD" charge=0 homo_lumo_gap_ev=10.31 smiles="COP(=O)(OC)OC.COP(=O)(OC)OC.COP(=O)(OC)OC.COP(=O)(OC)OC.COP(=O)(OC)OC.COP(=O)(OC)OC.COP(=O)(OC)OC.COP(=O)(OC)OC.COP(=O)(OC)OC.CCOC(C)=O.CCOC(C)=O.ClCCl"
C 2.59494 3.90350 2.11969 -0.44 -0.30 -0.28
Cl 1.10936 2.95571 2.42976 0.03 0.47 -0.02
Cl 3.74117 2.85940 1.25224 0.20 0.25 0.30
H 2.38119 4.74615 1.47102 -0.26 -0.09 -0.05
H 2.95788 4.26408 3.07406 0.34 -0.36 0.03
C -6.66207 -0.72905 4.08071 -0.81 -0.76 1.33
O -5.70200 -0.77457 3.05389 0.34 -0.07 -0.32
P -6.05463 -1.23412 1.56517 0.35 0.44 0.01
O -6.92306 -2.39592 1.42264 -0.31 0.06 0.06
O -6.56308 0.09321 0.86438 0.07 -0.63 -0.17
C -5.83960 1.30909 1.05838 1.35 -0.04 -0.16
O -4.59351 -1.42514 0.96824 -0.38 0.20 -0.26
C -4.00163 -2.71938 0.96792 1.29 -0.37 0.03
H -6.21424 -1.04890 5.02600 0.43 0.11 -0.22
H -7.46054 -1.46279 3.93864 -0.05 0.19 -0.42
H -7.09211 0.25098 4.28842 0.17 0.19 -0.60
H -6.42978 1.95356 1.69827 0.15 0.34 -0.28
H -5.46458 1.71171 0.11228 -1.19 0.23 -0.26
H -4.84631 1.15989 1.49199 -0.49 -0.46 0.69
H -4.54902 -3.44894 1.55881 0.00 0.11 0.15
H -2.97420 -2.58932 1.31729 -0.17 -0.08 0.51
H -3.82225 -3.14058 -0.02386 -0.68 0.42 -0.28
C -3.76159 -4.62363 -6.32242 -0.85 -0.56 -0.83
O -2.67566 -3.73448 -6.53026 0.28 0.33 0.67
P -2.89536 -2.16421 -6.45810 -0.29 -0.61 -0.48
O -3.84442 -1.66523 -7.45403 -0.02 0.24 0.02
O -3.31521 -1.88722 -4.94860 0.29 0.16 -0.51
C -3.80076 -0.56143 -4.69979 -0.24 0.75 0.31
O -1.42008 -1.61717 -6.57837 0.20 -0.44 0.61
C -0.65760 -1.88774 -7.76906 -0.72 0.28 -0.31
H -4.74043 -4.13849 -6.31901 0.20 0.35 0.30
H -3.63706 -5.22870 -5.42793 0.21 0.21 0.12
H -3.82335 -5.28308 -7.19090 0.28 -0.11 0.11
H -4.87652 -0.55199 -4.52709 0.05 -0.37 0.14
H -3.64524 0.13513 -5.52547 0.25 -0.27 -0.14
H -3.27826 -0.17004 -3.82761 -0.05 -0.10 0.05
H -0.84181 -2.88341 -8.17230 -0.10 -0.08 0.24
H 0.39534 -1.80379 -7.52790 0.00 0.26 0.06
H -1.01811 -1.15557 -8.49084 0.53 -0.01 -0.27
C -2.04411 4.48458 -3.19826 -1.05 0.03 -0.43
O -1.66440 5.86325 -3.34479 0.51 -0.11 0.59
P -1.17315 6.63227 -2.05443 -0.18 0.47 1.17
O -0.05776 6.06989 -1.27895 0.33 -0.06 -0.61
O -1.06084 8.13538 -2.52490 0.01 -0.35 -0.06
C 0.16635 8.87484 -2.59208 0.54 -0.54 -0.23
O -2.47407 6.68104 -1.13622 -0.74 -0.03 -0.57
C -2.56313 7.64298 -0.07047 0.11 -0.02 -0.73
H -2.75436 4.36019 -4.01536 0.14 -0.42 0.02
H -2.59171 4.29775 -2.27357 0.11 0.21 0.08
H -1.23822 3.75816 -3.27502 0.34 0.40 -0.13
H 1.03314 8.22151 -2.55973 0.04 -0.31 0.05
H 0.24436 9.54453 -1.73804 -0.27 0.26 -0.22
H 0.18719 9.35159 -3.56780 -0.10 0.42 0.22
H -3.13630 8.51803 -0.38111 -0.02 -0.10 -0.25
H -1.54803 7.97428 0.14230 -0.12 -0.07 0.74
H -3.11377 7.15786 0.72905 0.42 0.01 0.33
C 5.81824 4.13405 -4.71352 0.96 -1.11 0.49
O 4.77797 5.08155 -4.79908 0.22 0.37 -0.21
P 4.35758 5.93378 -3.51031 -0.19 -0.41 -0.34
O 3.12924 6.66335 -3.76563 -0.21 0.33 -0.13
O 4.27536 4.86391 -2.33224 0.37 0.27 -0.11
C 3.22003 3.91967 -2.31954 -0.89 -1.05 1.07
O 5.59511 6.82692 -3.13301 0.28 -0.08 0.10
C 6.65890 6.48276 -2.22381 -0.64 0.24 0.25
H 6.74174 4.45676 -4.21976 -0.44 0.47 0.36
H 6.23886 3.79234 -5.66100 -0.91 0.36 -0.47
H 5.45037 3.25282 -4.18116 0.12 -0.01 -0.02
H 2.52395 3.92913 -3.15800 0.44 0.29 -0.35
H 2.58868 4.03644 -1.43204 0.15 0.61 -0.04
H 3.62338 2.91543 -2.15867 0.31 0.10 -0.50
H 7.30499 5.72406 -2.65363 0.02 -0.06 0.12
H 6.19282 6.16764 -1.29106 0.30 -0.29 0.01
H 7.22054 7.39101 -2.02396 0.01 0.04 -0.21
C 4.60690 -2.63554 -1.19108 0.63 0.34 -0.80
O 4.86929 -3.32902 0.03389 -0.27 -0.22 0.04
P 5.92334 -4.51642 0.04304 -0.31 0.48 -0.22
O 5.66476 -5.62418 -0.86650 0.05 -0.25 0.16
O 5.95634 -4.87001 1.57459 0.03 -0.47 0.06
C 6.28749 -3.90888 2.55913 0.46 0.68 0.82
O 7.29955 -3.75387 -0.24832 -0.29 0.21 0.22
C 8.42406 -4.45343 -0.70671 1.82 -0.94 -0.74
H 3.72582 -2.90117 -1.77775 -0.27 -0.64 0.77
H 5.45144 -2.82849 -1.85844 0.03 0.49 -0.04
H 4.49184 -1.58014 -0.95568 0.24 0.00 0.03
H 5.43876 -3.69101 3.20606 -0.25 -0.03 -0.32
H 6.67749 -2.98078 2.14043 -0.24 -0.01 -0.22
H 7.07242 -4.26491 3.22960 0.00 -0.47 -0.29
H 8.23315 -5.42213 -1.17466 -0.68 0.18 -0.01
H 9.18925 -4.69141 0.04271 -0.55 0.35 0.59
H 8.98604 -3.87431 -1.44311 -0.47 0.33 -0.04
C -2.29754 3.59753 0.66911 0.48 1.48 -1.05
O -3.52790 3.36026 1.36190 0.42 -0.27 0.83
P -3.52780 3.17719 2.93457 -0.20 -0.73 1.06
O -4.79698 2.76513 3.53139 -0.29 0.07 -0.37
O -2.98104 4.53728 3.52929 0.46 0.54 -1.00
C -3.04949 4.77966 4.91631 -0.65 -0.90 1.46
O -2.34963 2.15992 3.27273 0.01 0.47 -0.32
C -2.54361 0.75739 3.50974 1.84 -0.06 0.02
H -1.90676 2.77451 0.07160 -0.56 -0.48 0.32
H -1.46171 3.99256 1.24937 -0.31 -0.28 0.62
H -2.53165 4.42243 -0.00624 0.05 -0.15 -0.16
H -4.01308 5.17151 5.25029 -0.02 0.35 -0.58
H -2.25523 5.42567 5.27775 0.17 0.09 -0.49
H -3.00580 3.83686 5.47467 0.36 -0.01 -0.13
H -1.53554 0.35444 3.35222 -0.14 -0.09 -0.22
H -3.19166 0.25709 2.79696 -0.51 0.16 0.36
H -2.68530 0.59249 4.57597 -0.95 -0.05 -0.14
C -0.58645 -5.17225 -0.30442 0.70 0.93 -0.86
O -1.37612 -5.41410 0.85159 -0.37 0.10 -0.29
P -2.71883 -6.22775 0.69293 -0.14 -0.97 0.61
O -3.55128 -6.27374 1.89332 -0.07 0.52 -0.08
O -3.45154 -5.68141 -0.61761 0.14 -0.12 0.65
C -4.89244 -5.59539 -0.58694 -0.14 0.19 -1.28
O -2.15573 -7.65877 0.30281 0.28 0.39 -0.67
C -2.93828 -8.65763 -0.33237 0.16 -1.00 0.38
H -0.02291 -4.24778 -0.16873 0.01 -0.08 0.44
H -1.17956 -4.95640 -1.19494 -0.30 -0.40 0.13
H 0.13556 -5.95414 -0.53289 -0.24 -0.32 0.29
H -5.13401 -4.72950 -1.20116 -0.12 0.23 0.36
H -5.31015 -5.53068 0.41020 0.14 0.02 0.09
H -5.30240 -6.43397 -1.15156 0.03 -0.26 0.33
H -3.96699 -8.38149 -0.55546 0.07 0.31 0.00
H -2.95710 -9.51326 0.34581 -0.21 0.07 0.04
H -2.43176 -9.01872 -1.22687 -0.02 0.38 -0.16
C -1.08009 -2.05942 -2.33022 -0.23 -1.95 0.71
O -0.95855 -1.66416 -0.93952 0.98 0.62 -0.84
P 0.24159 -0.67673 -0.58333 -1.57 -0.50 0.37
O 1.58733 -1.11782 -0.94464 0.24 0.18 0.02
O -0.27682 0.66104 -1.25751 -0.04 0.12 0.26
C 0.51109 1.84391 -1.23767 0.64 0.59 0.04
O -0.11424 -0.50128 0.95349 1.13 0.58 0.09
C 0.37571 -1.47236 1.89452 -0.22 -0.61 -0.18
H -2.13493 -1.94933 -2.55396 0.16 0.37 -0.58
H -0.86771 -3.13384 -2.32488 -0.23 0.01 -0.11
H -0.34664 -1.70993 -3.05448 -0.23 0.92 0.24
H 0.45873 2.40146 -0.30236 -0.24 -0.37 0.30
H 0.14531 2.53494 -1.99372 -0.01 -0.28 -0.25
H 1.56454 1.60815 -1.40272 -0.04 -0.02 -0.19
H -0.41063 -1.51100 2.64383 0.20 -0.35 0.13
H 1.34523 -1.28358 2.35919 -0.13 0.79 -0.20
H 0.52551 -2.43229 1.39414 -0.42 -0.10 0.13
C 2.93729 0.39204 4.24093 -0.38 -0.49 -0.92
O 1.92139 0.64114 5.22548 0.12 -0.11 0.21
P 2.18828 1.67901 6.39086 0.51 0.51 -0.34
O 3.10403 1.31099 7.46123 0.11 0.02 -0.03
O 2.69364 2.93928 5.48882 -0.58 -0.28 0.42
C 2.87638 4.16309 6.20234 0.52 -0.08 0.83
O 0.76589 2.06792 6.94984 -0.15 -0.34 -0.44
C -0.37753 2.21244 6.06319 0.77 0.55 0.49
H 3.80892 1.03085 4.33359 -0.04 0.10 0.13
H 2.46092 0.52658 3.26931 0.12 0.50 0.02
H 3.23880 -0.65591 4.20607 0.02 -0.02 0.75
H 3.87493 4.20320 6.64485 0.14 -0.01 -0.36
H 2.22311 4.22478 7.07634 -0.36 0.11 -0.30
H 2.72572 5.00321 5.53074 -0.11 -0.05 -0.05
H -0.01921 2.30594 5.04043 -0.35 -0.26 -0.13
H -0.84309 3.15178 6.35391 -0.20 -0.10 -0.03
H -1.03754 1.37205 6.25310 -0.06 -0.03 -0.28
O -0.04212 -2.74774 8.16131 0.38 -0.60 0.41
C -0.49365 -3.09966 7.10535 -1.06 1.37 -0.07
O -1.20989 -4.20150 6.88568 0.17 -0.30 -0.07
C -1.41552 -5.08195 7.99513 -0.12 -0.87 0.31
C -2.84771 -5.02777 8.51702 1.08 0.73 0.04
C -0.48641 -2.12670 5.94967 -0.14 -0.72 -0.76
H -0.71909 -4.88702 8.80880 0.03 0.43 -0.12
H -1.17007 -6.09088 7.65845 -0.12 0.09 -0.33
H -2.98947 -4.02955 8.93604 -0.26 -0.05 0.06
H -2.86630 -5.74364 9.33735 -0.53 -0.12 -0.09
H -3.58331 -5.19228 7.73607 -0.07 -0.31 0.08
H -0.63776 -2.56908 4.96086 0.57 -0.42 0.14
H 0.46113 -1.60702 6.04803 -0.21 0.48 -0.34
H -1.37210 -1.48784 5.97394 0.25 0.32 0.73
O 1.97994 -2.48153 -5.01581 0.39 -0.77 -0.10
C 2.30636 -1.37378 -5.33979 -1.28 0.12 0.21
O 2.98198 -1.07099 -6.44245 0.51 0.59 -0.09
C 3.41857 -2.08792 -7.32603 0.48 0.01 -1.70
C 4.26816 -1.45478 -8.42205 0.25 0.24 -0.21
C 1.78159 -0.17772 -4.59538 0.81 0.66 0.14
H 2.59975 -2.51294 -7.91152 -0.44 -0.25 0.77
H 4.00263 -2.88275 -6.86880 -0.31 0.03 0.53
H 3.75726 -0.66734 -8.97973 -0.24 0.04 0.30
H 4.47612 -2.22137 -9.17177 0.18 -0.09 0.15
H 5.21266 -1.03565 -8.07356 -0.01 -0.11 0.13
H 2.53096 0.60373 -4.44044 0.20 -0.20 -0.09
H 1.46314 -0.52493 -3.61802 -0.29 0.10 -0.03
H 1.00378 0.32801 -5.16855 -0.26 -0.35 0.05

2.
18
Properties=species:S:1:pos:R:3:forces:R:3 method="wB97M-V/def2-TZVPD" de_lowest_kcal_mol=82.69 charge=+1 homo_lumo_gap_ev=6.49
C -3.70795 0.84032 -0.34642 -2.53 0.03 0.54
C 1.19750 -0.24746 0.20489 -2.32 -1.55 0.72
C 3.71115 -0.73288 0.01981 1.04 -2.50 1.50
C 3.51538 0.33987 -0.89316 -1.28 -1.37 -3.79
C 2.47839 0.26632 0.23362 0.81 0.16 -0.17
C -2.77706 -1.41024 -0.24496 -0.20 0.37 -3.54
N -2.81337 0.01055 -0.14031 2.41 0.48 0.36
O 0.17561 -0.73144 0.36226 2.47 1.32 -0.69
H -4.78884 0.48483 -0.42070 0.97 0.70 -0.45
H -3.50768 1.94404 -0.27812 -0.18 -1.13 -0.10
H 3.42112 -1.78296 -0.31723 0.15 1.64 0.47
H 4.59466 -0.79526 0.76028 -1.88 0.59 -0.96
H 4.09318 1.19141 -0.79032 1.05 1.59 0.22
H 3.24931 0.12026 -1.99220 0.14 0.33 2.00
H 2.55797 1.18177 0.79914 -0.19 -0.16 0.75
H -1.87257 -1.57790 -0.91067 -1.20 -0.18 0.29
H -3.65878 -1.93152 -0.70631 0.51 0.52 0.50
H -2.46781 -1.86976 0.62176 0.23 -0.84 2.37

3.
15
Properties=species:S:1:pos:R:3:forces:R:3 method="wB97M-V/def2-TZVPD" de_lowest_kcal_mol=97.36 charge=0 homo_lumo_gap_ev=9.72
C 0.56427 1.28887 1.15232 -0.02 0.03 0.04
C 0.46240 0.45717 -0.10246 -0.23 0.07 0.13
O 1.72074 0.37098 -0.68373 0.05 -0.08 -0.30
C -0.00549 -1.34301 0.53665 0.08 0.06 0.13
O -0.85584 -2.03384 -0.15005 -0.05 0.28 -0.12
C -0.64238 0.55146 -0.93577 -0.20 -0.51 -0.04
C -1.59677 -0.04323 -1.50357 0.16 0.50 -0.03
H 1.30331 0.85371 1.83251 -0.12 -0.01 -0.12
H -0.39835 1.36292 1.66127 0.11 -0.03 -0.09
H 0.90455 2.29156 0.88311 -0.02 -0.07 0.07
H 1.63306 -0.03913 -1.55533 0.04 0.03 0.14
H -0.31041 -1.03320 1.54898 -0.02 -0.05 -0.17
H 1.05017 -1.63639 0.45602 -0.15 0.07 -0.02
H -1.44811 -1.20628 -0.92347 0.23 -0.26 0.24
H -2.38115 0.15840 -2.21649 0.12 -0.04 0.14

4.
81
Properties=species:S:1:pos:R:3:forces:R:3 method="wB97M-V/def2-TZVPD" de_lowest_kcal_mol=1.10 charge=+1 homo_lumo_gap_ev="4.83 / 6.84" multiplicity=3 s_squared=2.05
Ti -0.72325 -0.46053 -1.15962 -0.08 -0.65 1.05
C -3.54375 2.84327 4.48341 0.02 -0.01 -0.02
C -2.78180 2.09481 3.41975 -0.01 0.02 0.06
C -1.38496 2.13705 3.37077 -0.02 0.04 0.01
C -0.67209 1.43621 2.41642 0.05 -0.06 -0.01
C 0.79762 1.50237 2.16920 -0.01 0.01 -0.06
N 1.61226 2.05261 3.15549 -0.03 0.00 0.07
C 3.04681 2.01200 2.87980 0.03 -0.03 -0.02
C 3.62385 0.59389 2.90849 0.02 0.02 0.03
C 4.84273 0.42625 1.99739 -0.04 -0.01 0.05
N 4.54481 0.57465 0.57265 0.03 0.03 0.00
C 3.52113 -0.05827 -0.08679 -0.01 -0.03 -0.02
C 3.09017 -1.37898 0.10425 -0.04 0.06 -0.02
C 3.79301 -2.37201 0.82336 -0.01 0.01 -0.01
C 3.28790 -3.65293 1.04183 0.01 -0.03 0.01
C 4.10853 -4.68526 1.77035 -0.01 0.01 -0.01
C 2.03127 -3.95483 0.56610 -0.03 -0.03 0.02
C 1.27134 -3.00115 -0.16308 0.04 0.16 -0.05
C -0.07517 -3.34596 -0.49201 -0.06 -0.03 -0.03
N -1.00643 -2.59568 -0.99434 0.06 0.20 -0.16
C -2.34890 -3.19428 -1.07215 -0.06 -0.03 -0.04
C -3.24251 -2.50279 -2.09616 0.00 0.02 0.04
C -3.82979 -1.15497 -1.63379 -0.02 -0.05 -0.06
N -2.95042 -0.46727 -0.69236 0.17 0.07 -0.02
C -3.46997 -0.03657 0.39870 -0.09 -0.05 -0.05
C -2.76607 0.64579 1.47047 0.12 0.02 0.01
C -3.45383 1.36848 2.44846 -0.03 -0.01 -0.01
C -1.36731 0.62115 1.51542 -0.06 -0.03 0.08
O -0.66688 -0.13549 0.70467 0.12 0.16 -0.48
C 1.81461 -1.73855 -0.46471 -0.03 -0.17 0.17
O 1.17250 -0.87959 -1.21033 -0.07 0.08 -0.24
H -2.86619 3.36073 5.16102 0.00 0.01 0.00
H -4.15549 2.16607 5.08061 0.01 -0.01 0.00
H -4.21215 3.58582 4.04485 0.00 0.00 0.00
H -0.86155 2.74160 4.10414 0.01 -0.01 -0.01
H 1.15926 0.52227 1.87134 0.01 0.02 -0.02
H 1.30453 2.95638 3.48511 0.01 0.01 -0.01
H 3.54412 2.62738 3.62907 0.00 0.01 0.00
H 3.24866 2.47315 1.90258 0.00 0.00 -0.01
H 2.87197 -0.13790 2.60913 0.00 0.01 -0.02
H 3.90988 0.33288 3.92906 -0.01 -0.01 0.00
H 5.29745 -0.54257 2.19441 0.02 0.02 0.00
H 5.60101 1.17349 2.23678 0.00 0.01 -0.02
H 4.72928 1.49752 0.21840 0.01 0.00 0.00
H 3.03696 0.51913 -0.86075 0.00 0.01 0.00
H 4.78881 -2.15152 1.18201 -0.01 0.01 -0.02
H 4.94227 -4.22437 2.29853 0.00 0.00 0.00
H 4.52098 -5.41852 1.07514 0.01 0.00 0.00
H 3.50534 -5.22638 2.49987 0.00 0.00 0.00
H 1.59711 -4.92990 0.75903 0.00 0.00 0.00
H -0.35044 -4.37147 -0.22839 -0.03 0.00 -0.01
H -2.81553 -3.13979 -0.08313 0.02 0.00 0.01
H -2.26195 -4.25229 -1.33127 0.02 0.00 0.01
H -4.07642 -3.16629 -2.32852 0.00 0.00 -0.01
H -2.68826 -2.38109 -3.02691 0.01 0.01 0.01
H -4.81267 -1.31382 -1.18041 0.01 0.00 0.03
H -3.97362 -0.50924 -2.50426 -0.01 0.01 0.01
H -4.54669 -0.16339 0.54861 0.00 -0.01 -0.02
H -4.53954 1.36841 2.44263 0.00 -0.01 -0.02
C -1.48346 3.26257 -3.54531 -0.05 -0.01 0.05
C -1.15859 1.90853 -3.00392 0.11 -0.03 0.08
N -0.97393 1.65417 -1.74792 -0.10 0.29 -0.33
N -1.30444 2.71427 -0.92163 -0.12 0.07 -0.01
C -0.50976 3.05650 0.03492 0.08 -0.11 0.06
N -0.92023 4.05395 0.85298 0.00 0.01 -0.03
S 1.07933 2.36419 0.36131 0.00 0.02 0.05
C -1.01984 0.76856 -3.92768 -0.03 -0.11 0.11
C -1.13820 0.88978 -5.30500 0.08 -0.09 -0.06
C -0.93655 -0.23005 -6.09688 -0.01 0.05 0.00
C -0.61241 -1.43706 -5.49912 0.01 0.00 0.04
C -0.54544 -1.49026 -4.11914 0.01 0.05 -0.04
N -0.77332 -0.42303 -3.34916 0.02 0.09 -0.10
H -1.24843 4.02913 -2.81588 -0.01 0.00 -0.02
H -2.54906 3.33218 -3.77869 0.00 0.00 -0.01
H -0.92459 3.45457 -4.45929 0.01 0.00 -0.01
H -1.80152 4.50061 0.65818 -0.01 0.00 0.00
H -0.23521 4.54807 1.39301 0.01 0.00 0.01
H -1.37354 1.84095 -5.75615 0.00 0.01 0.00
H -1.01818 -0.15508 -7.17286 0.00 0.00 0.00
H -0.41978 -2.32425 -6.08448 0.00 0.00 0.00
H -0.30531 -2.40800 -3.59761 0.00 0.00 0.00